Density functional theory data (the ωB97M-V functional and the def2-TZVPD basis) for a structure of composition C20H41MoN2OP3 in a non-equilibrium geometry.

Structure (ORCA input):
```
! wB97M-V def2-TZVPD RIJCOSX def2/J DEFGRID3
* xyz 4 3
Mo -0.12443 -0.58651 1.09025
P 0.92257 -2.44875 -0.01924
P 1.70408 0.78548 0.98150
P -1.86836 1.03694 1.22193
H 1.47662 4.40709 -1.00114
C 0.38785 4.28108 -1.00904
C -0.37570 4.72527 0.00580
H 0.06333 5.22260 0.87894
C 2.27557 -2.27403 -1.23172
C 1.56391 -3.70910 1.14206
C -0.35194 -3.33059 -0.97291
C 1.70282 2.42882 1.76875
C 3.27427 0.07759 1.59747
C 2.05214 1.22082 -0.76501
C -1.69161 2.45906 2.35420
C -3.52914 0.40439 1.64117
C -2.13145 1.77732 -0.41601
H -0.04703 3.90541 -1.94248
H -1.46933 4.73560 -0.05668
H 2.61229 -3.28156 -1.51582
H 3.12062 -1.71813 -0.80914
H 1.91050 -1.75290 -2.12644
H 2.06971 -4.49931 0.57002
H 0.73897 -4.14487 1.71885
H 2.27231 -3.24388 1.83869
H 0.13892 -4.07853 -1.61166
H -0.90170 -2.60031 -1.59243
H -1.05126 -3.82957 -0.29081
H 2.74730 2.74790 1.88193
H 1.23839 2.37135 2.76012
H 1.16294 3.15955 1.15090
H 4.00831 0.89143 1.66910
H 3.65343 -0.70945 0.93447
H 3.10710 -0.34673 2.59560
H 3.13934 1.26451 -0.91461
H 1.61467 2.20257 -0.98405
H 1.61856 0.49538 -1.46481
H -2.69293 2.78544 2.66688
H -1.17599 3.29006 1.85556
H -1.12361 2.15423 3.24136
H -4.24116 1.24198 1.62827
H -3.51799 -0.05077 2.63910
H -3.83945 -0.35189 0.90980
H -3.12453 2.24820 -0.43870
H -2.07647 0.98198 -1.18068
H -1.36307 2.53672 -0.61799
C -0.57272 -0.18090 -3.16335
C 0.27390 -1.06444 -3.93103
C 1.24517 -0.53418 -4.75957
C 1.32599 0.84959 -4.96721
C 0.39103 1.70960 -4.37535
C -0.60051 1.20882 -3.55616
O -1.18915 -0.59203 -2.12378
H 0.50407 -0.47364 2.57966
H 0.16137 -2.13581 -3.77262
H 1.94522 -1.20627 -5.26065
H 2.10721 1.25672 -5.61255
H 0.42901 2.78431 -4.56996
H -1.36332 1.84610 -3.11380
N -2.04125 -3.22389 3.91187
C -2.82677 -3.56666 2.81087
C -2.37360 -2.81284 1.76788
N -1.31456 -2.01693 2.22818
C -1.14350 -2.28702 3.51659
H -2.11268 -3.58536 4.85885
H -3.61814 -4.29438 2.85077
H -2.69759 -2.74477 0.74054
H -0.40853 -1.81791 4.15944
*
```

Calculated values
E_HOMO (spin up / spin down): -20.4 / -20.4 eV
Lowest unoccupied orbital energy (spin up / spin down): -0.5860 / -0.5858 Eh

These are the Mulliken partial charges, in e, on atoms 1 to 2: Mo -0.380; P 1.030


Density functional theory data (the ωB97M-V functional and the def2-TZVPD basis) for a structure of composition C28H82ClHfN12O6P4 in a non-equilibrium geometry.

Structure (ORCA input):
```
! wB97M-V def2-TZVPD RIJCOSX def2/J DEFGRID3
* xyz 1 1
Hf -0.11224 -0.59233 -0.17692
Cl 1.13150 -2.36240 -1.74863
C -4.05107 0.37543 -1.85327
C -2.73258 1.07962 -2.05314
C -2.96487 2.60875 -2.08928
O -1.75202 0.68273 -1.16609
H -4.84595 0.58970 -2.56953
H -4.43982 0.49165 -0.83335
H -3.95651 -0.71619 -1.88256
H -2.45752 0.80788 -3.08848
H -3.43068 2.85986 -3.03866
H -2.04750 3.14683 -1.85642
H -3.57642 2.88719 -1.22686
C -0.49454 -2.88242 2.52146
O -0.55948 -1.74502 1.71653
H 0.36937 -3.50182 2.25068
H -0.48796 -2.63703 3.58391
H -1.33080 -3.56378 2.31575
O 1.13922 0.77912 -1.57025
P 1.62806 1.58568 -2.72575
N 3.28174 1.85783 -2.63495
C 4.00927 3.00486 -3.12138
C 4.11256 0.72455 -2.26895
N 1.03830 3.15594 -2.82109
C 0.81905 4.00777 -4.00128
C 0.68616 3.83021 -1.56939
N 1.37853 0.92185 -4.24084
C 2.21308 1.32761 -5.37501
C 0.20182 0.11412 -4.53599
H 3.39777 3.84316 -3.42880
H 4.67110 2.70834 -3.94201
H 4.65631 3.34577 -2.30406
H 3.60979 -0.24318 -2.26332
H 4.61571 0.89864 -1.31517
H 4.90489 0.58181 -3.01460
H 0.09249 3.53755 -4.66802
H 0.41582 4.95371 -3.65756
H 1.72809 4.14439 -4.58608
H 0.59296 3.14562 -0.72195
H 1.55449 4.44162 -1.28243
H -0.18532 4.47996 -1.56207
H 3.22059 0.90443 -5.33958
H 1.74488 1.02597 -6.30815
H 2.41583 2.39864 -5.44842
H 0.38726 -0.65165 -5.28874
H -0.67328 0.66935 -4.89222
H -0.02725 -0.34206 -3.57009
O 1.97803 -0.47782 0.84350
P 3.31402 -0.44670 1.49473
N 3.32258 -0.70793 3.16668
C 2.75814 -1.96720 3.69474
C 3.60527 0.35825 4.10747
N 4.03345 1.04686 1.39134
C 3.20820 2.22631 1.28647
C 5.47902 1.24446 1.29405
N 4.39800 -1.65199 1.02366
C 3.96204 -2.77586 0.18189
C 5.57941 -1.97129 1.82655
H 1.68633 -1.75924 3.74524
H 3.26230 -2.25269 4.61167
H 2.85020 -2.72409 2.91413
H 4.66489 0.46535 4.35131
H 3.03344 0.18703 5.02350
H 3.21640 1.32904 3.79670
H 2.12888 2.05352 1.33555
H 3.31802 2.89436 2.15148
H 3.39971 2.77528 0.36008
H 6.00005 0.86672 2.17070
H 5.79658 0.78262 0.35632
H 5.69036 2.30460 1.16350
H 3.70256 -2.47224 -0.83044
H 4.81939 -3.41158 -0.06134
H 3.22958 -3.38036 0.71332
H 5.85447 -1.19265 2.52425
H 6.40959 -2.16577 1.13720
H 5.46544 -2.97911 2.24119
O -0.41334 1.21014 1.38742
P -1.06819 2.06942 2.42175
N -2.71412 1.75490 2.60135
C -3.58748 2.54215 3.46468
C -3.25828 0.50214 2.14311
N -1.05728 3.71459 2.16174
C 0.02759 4.56840 2.60397
C -1.92086 4.25352 1.12063
N -0.33134 1.85979 3.92717
C 0.19962 0.57177 4.34007
C -0.74396 2.68384 5.08817
H -3.24200 3.55521 3.64593
H -3.64330 2.04791 4.44287
H -4.57522 2.45368 3.00755
H -2.44463 -0.15842 1.83070
H -3.94758 0.68536 1.31104
H -3.78322 -0.13660 2.86400
H 0.85636 4.59499 1.88375
H -0.39427 5.57729 2.54991
H 0.37476 4.33657 3.60503
H -2.34916 5.20098 1.46791
H -1.35702 4.53398 0.23418
H -2.75004 3.57703 0.95569
H 1.13314 0.64943 4.89731
H -0.51930 0.04226 4.97548
H 0.31164 -0.00320 3.41502
H -1.32303 2.09554 5.80170
H -1.34630 3.53603 4.78511
H 0.18130 3.01518 5.56007
O -1.83327 -2.15536 -0.68435
P -2.61256 -3.37376 -1.03362
N -1.87956 -4.86870 -1.11725
C -0.64389 -5.13779 -0.37059
C -2.39272 -5.90945 -2.04262
N -3.45601 -3.15951 -2.50567
C -2.83669 -2.30586 -3.51849
C -4.63186 -3.88644 -2.92777
N -3.84697 -3.58269 0.11693
C -4.54586 -2.40297 0.60467
C -4.42322 -4.89122 0.39917
H -0.16261 -6.06836 -0.65857
H -0.87083 -5.14703 0.69851
H 0.07130 -4.33578 -0.55926
H -3.39467 -6.23929 -1.77340
H -1.76625 -6.77433 -1.83229
H -2.27898 -5.55106 -3.06072
H -2.24235 -1.51481 -3.05547
H -2.22471 -2.90905 -4.19289
H -3.57187 -1.70784 -4.06208
H -5.35046 -3.98139 -2.11467
H -5.10153 -3.41220 -3.79047
H -4.48445 -4.90511 -3.30909
H -4.48787 -2.46603 1.70234
H -4.01720 -1.48266 0.37421
H -5.62770 -2.34632 0.46137
H -3.65174 -5.65611 0.43375
H -5.13879 -5.17164 -0.38013
H -4.96836 -4.86926 1.34256
*
```

Calculated values
E_HOMO: -10.5 eV
Lowest unoccupied orbital energy: -0.0481 Eh

These are the Mulliken partial charges, in e, on atoms 1 to 2: Hf -0.004; Cl -0.592


| no. | electronic energy (Eh) | molecular weight (g/mol) |
| --- | --- | --- |
| 1 | -2062.01021 | 514.423 |
| 2 | -4098.37626 | 1020.881 |